C26H26N6O2 in the gas phase, computed with wB97M-V/def2-TZVPD.

Geometry as XYZ:
```
60
Properties=species:S:1:pos:R:3:mulliken_charge:R:1
C 3.15077 6.13691 1.01063 -0.764
C 3.64623 4.92071 1.13071 -0.020
C 3.49800 4.06925 2.35705 -0.718
N 2.89951 2.79011 2.04078 -0.089
C 1.69625 2.40837 2.53089 0.190
O 1.04920 3.07681 3.31249 -0.693
C 1.22248 1.08117 2.04041 0.891
C 1.92795 0.47048 0.99657 -0.109
N 2.54617 -0.00837 0.14983 -0.653
C 0.17185 0.48867 2.67479 -0.721
C -0.39584 -0.78636 2.38458 0.956
C -0.44334 -1.40694 1.11401 0.327
N -0.45734 -0.72592 -0.04441 0.644
C -0.83003 0.66126 -0.16491 -0.695
C -1.65018 0.86509 -1.43817 -1.588
N -0.84375 0.54350 -2.58995 0.366
C -1.14718 1.02372 -3.84362 0.895
C -2.37957 1.62866 -4.11579 -0.419
C -2.66256 2.12083 -5.37497 -0.702
C -1.73848 2.02023 -6.40015 -0.497
C -0.51461 1.42611 -6.14236 -0.641
C -0.21554 0.93996 -4.88563 -0.473
C 0.14718 -0.48912 -2.38163 -1.081
C -0.31956 -1.44754 -1.29172 -0.955
N -0.53610 -2.74216 0.99147 -0.442
C -0.78651 -3.47960 2.04147 0.174
C -0.83888 -4.90209 1.90229 0.787
C -0.47955 -5.47546 0.57303 -1.383
C -1.22070 -5.66130 2.96877 -0.447
C -1.55147 -5.05354 4.19936 -0.677
C -1.46446 -3.70678 4.31686 -0.483
N -1.07644 -2.93152 3.26875 0.015
C -0.87531 -1.52393 3.51528 -0.273
O -1.08099 -1.10118 4.63521 -0.686
H 3.28108 6.72072 0.11522 0.268
H 2.59681 6.60094 1.80963 0.256
H 4.19646 4.46384 0.31734 0.263
H 4.48406 3.90107 2.81059 0.291
H 2.84508 4.55052 3.08812 0.390
H 3.37693 2.20072 1.37540 0.211
H -0.18710 0.98323 3.57047 0.499
H -1.41650 0.95595 0.70994 0.603
H 0.05389 1.31082 -0.21053 0.213
H -1.94950 1.91571 -1.49045 0.721
H -2.56271 0.24907 -1.38594 0.342
H -3.13153 1.70462 -3.34614 0.361
H -3.62333 2.58064 -5.55735 0.358
H -1.96678 2.40159 -7.38349 0.377
H 0.22334 1.34809 -6.92783 0.361
H 0.75813 0.51150 -4.70694 0.381
H 1.11560 -0.06277 -2.08343 0.292
H 0.28454 -1.05398 -3.30641 0.666
H -1.27230 -1.91067 -1.57731 0.305
H 0.41224 -2.24260 -1.14351 0.542
H 0.54423 -5.20700 0.32002 0.313
H -0.57992 -6.55687 0.57684 0.386
H -1.12085 -5.05003 -0.19591 0.290
H -1.27290 -6.73570 2.87757 0.416
H -1.86229 -5.65197 5.03895 0.410
H -1.67386 -3.15744 5.22322 0.449
```

Properties
E: -40419.6356 eV
LUMO: -0.54 eV
energy relative to the best compared isomer or geometry (same formula, charge and spin): 0.0 kcal/mol
largest force on an atom: 0.0261 Eh/bohr
frontier orbital gap: 0.2620 Eh
molar mass: 454.53 g mol⁻¹
SMILES: C=CCNC(=O)/C(C#N)=C/c1c(N2CCN(c3ccccc3)CC2)nc2c(C)cccn2c1=O

2 unconnected molecules or ions with the total composition C2H9NO, computed with wB97M-V/def2-TZVPD.

Geometry as XYZ:
```
13
Properties=species:S:1:pos:R:3:lowdin_spin:R:1
C -1.39243 -0.35949 -0.71804 0.247
N -0.41265 0.01962 0.28518 0.026
C 0.55097 -1.09780 0.39727 0.310
H -2.06814 -1.18083 -0.39232 0.045
H -2.02988 0.49120 -0.93511 0.027
H -0.80145 -0.81495 -1.55008 0.040
H -0.65072 0.11148 1.26680 0.036
H 0.02567 -1.98094 0.74843 0.060
H 1.47957 -0.88672 1.07463 0.051
H 0.97189 -1.37299 -0.54076 0.053
H 0.70368 2.25226 0.15938 0.010
H 2.08518 2.06518 -0.10270 0.035
O 1.53830 2.75398 0.30731 0.059
```

Properties
E: -5755.3795 eV
LUMO (spin up / spin down): 4.42 / 4.53 eV
energy relative to the best compared isomer or geometry (same formula, charge and spin): 11.2 kcal/mol
charge: -1
largest force on an atom: 0.0471 Eh/bohr
frontier orbital gap (spin up / spin down): 0.1149 / 0.3580 Eh
spin multiplicity: 2
molar mass: 63.10 g mol⁻¹

A molecular structure, C54H70F3N3O7STi, computed with wB97M-V/def2-TZVPD.

Geometry as XYZ:
```
139
Properties=species:S:1:pos:R:3:mulliken_charge:R:1
Ti -0.33084 0.03569 0.02722 -0.375
C 3.59111 1.11521 -1.70091 -0.737
N 2.25301 1.33524 -2.19356 1.793
C 2.00598 2.74357 -2.39769 -1.180
C 1.98777 0.57043 -3.39177 -1.286
C 0.50694 0.24856 -3.60128 -0.692
N 0.00252 -0.82166 -2.74921 1.194
C -1.40766 -1.08258 -3.07982 -1.793
C -2.52927 -0.22914 -2.52043 0.409
C -3.38560 0.48577 -3.33613 -0.335
C -4.58221 0.99723 -2.84216 0.097
C -4.96328 0.60343 -1.56370 -0.542
C -4.14718 -0.11707 -0.70985 -0.305
C -2.82118 -0.37906 -1.13832 0.674
O -1.89321 -0.81940 -0.34319 0.019
C -4.63329 -0.58009 0.66074 2.594
C -4.07386 -1.97511 0.97452 -1.616
C -6.16719 -0.69642 0.70420 -2.531
C -4.16840 0.40922 1.73427 -1.352
C -5.48594 1.95467 -3.60357 2.144
C -5.60962 3.24600 -2.77797 -1.644
C -6.87858 1.33692 -3.81002 -1.784
C -4.91864 2.32882 -4.97300 -2.231
C 0.79138 -2.04543 -2.94821 -1.896
C 1.84258 -2.36428 -1.90920 0.579
C 3.11432 -2.73876 -2.29344 -0.461
C 4.01146 -3.29789 -1.39045 -0.177
C 3.50151 -3.63076 -0.13612 -0.340
C 2.22052 -3.32334 0.27862 -0.137
C 1.40676 -2.49197 -0.55839 0.287
O 0.29533 -1.96453 -0.18151 -0.230
C 1.62963 -3.93558 1.54452 2.495
C 0.27140 -4.55533 1.18437 -1.677
C 1.41513 -2.87361 2.62429 -1.395
C 2.50557 -5.04953 2.13799 -2.527
C 5.45650 -3.64214 -1.72207 2.268
C 5.70555 -5.14780 -1.53495 -1.762
C 5.83399 -3.28506 -3.16124 -2.226
C 6.39049 -2.86194 -0.78429 -1.713
H 4.37375 1.40338 -2.43594 0.336
H 3.71548 0.06087 -1.44769 -0.095
H 3.73423 1.71704 -0.80443 -0.095
H 2.12108 3.26176 -1.44941 -0.113
H 0.98585 2.89150 -2.73894 0.394
H 2.70554 3.17305 -3.14696 0.300
H 2.55281 -0.35873 -3.32230 0.095
H 2.35942 1.11433 -4.28829 0.453
H 0.38446 -0.04590 -4.66846 0.586
H -0.09033 1.14185 -3.41757 0.092
H -1.62934 -2.08265 -2.68329 0.505
H -1.51957 -1.11503 -4.18580 0.154
H -3.10108 0.62909 -4.36847 0.486
H -5.94336 0.89502 -1.22139 0.317
H -4.38727 -2.68236 0.20634 0.343
H -4.44090 -2.31963 1.94088 0.449
H -2.98700 -1.94366 1.00785 0.035
H -6.52515 -1.29372 -0.13366 0.398
H -6.64609 0.27931 0.66873 0.381
H -6.47121 -1.18556 1.63019 0.498
H -3.09079 0.57484 1.67102 -0.215
H -4.40782 0.03014 2.72790 0.567
H -4.65585 1.37329 1.60362 0.205
H -6.10358 3.05890 -1.82784 0.318
H -6.18282 4.00102 -3.32015 0.502
H -4.61795 3.63784 -2.56313 0.257
H -7.32978 1.06422 -2.85946 0.289
H -6.80669 0.43779 -4.42064 0.350
H -7.53864 2.04674 -4.31108 0.481
H -3.94238 2.78935 -4.85531 0.395
H -5.58505 3.03714 -5.46695 0.461
H -4.82497 1.45195 -5.60989 0.372
H 1.25173 -2.04826 -3.95593 0.165
H 0.10554 -2.90521 -2.92969 0.737
H 3.39009 -2.60339 -3.33080 0.266
H 4.13610 -4.18644 0.53724 0.401
H -0.39494 -3.76717 0.84315 0.041
H -0.16784 -5.04214 2.05553 0.483
H 0.38852 -5.29667 0.39357 0.344
H 0.82124 -2.05379 2.22196 -0.417
H 2.37373 -2.49190 2.97175 0.286
H 0.88897 -3.31285 3.47174 0.583
H 2.72525 -5.82579 1.40609 0.384
H 1.97251 -5.50835 2.97010 0.481
H 3.44242 -4.65476 2.52643 0.435
H 5.03369 -5.72543 -2.16755 0.355
H 5.53964 -5.44516 -0.50334 0.303
H 6.73474 -5.39374 -1.79979 0.482
H 5.24436 -3.85745 -3.87338 0.384
H 6.88645 -3.51309 -3.32947 0.459
H 5.68181 -2.22565 -3.34779 0.389
H 6.19145 -3.11211 0.25443 0.297
H 6.24046 -1.79185 -0.91282 0.302
H 7.43275 -3.09735 -1.00384 0.480
C 4.34183 5.10917 0.12804 -1.698
C 2.95219 4.82968 0.62896 1.009
C 1.86369 5.48081 0.06083 -0.724
C 0.57382 5.17713 0.45707 -0.435
C 0.36120 4.21467 1.42659 -0.102
C 1.43492 3.58273 2.02554 -0.528
C 2.72420 3.89415 1.63164 -0.160
S -1.32552 3.69049 1.84205 1.069
O -1.24463 3.31901 3.24929 -0.790
O -2.13734 4.88664 1.59816 -0.843
N -1.68934 2.44954 0.94857 0.060
C -2.24099 2.84730 -0.31978 -1.162
C -1.30412 2.43386 -1.45633 0.960
O -1.23205 3.09303 -2.50039 -0.808
O -0.64680 1.37351 -1.24276 0.491
H 4.54080 4.50366 -0.75854 0.234
H 5.08353 4.86417 0.88520 0.370
H 4.45661 6.15583 -0.15072 0.452
H 2.03843 6.22875 -0.70230 0.345
H -0.27655 5.68680 0.02820 0.458
H 1.22674 2.85880 2.80119 0.454
H 3.56384 3.40356 2.10817 0.196
H -2.44188 3.92799 -0.35777 0.674
H -3.19822 2.32698 -0.48467 -0.673
F -1.62124 1.03646 9.44395 -0.277
C -0.61595 0.29862 8.91045 0.852
F -0.63055 -0.85652 9.61050 -0.309
F 0.51375 0.93968 9.31813 -0.278
C -0.70294 0.13526 7.43697 0.544
C -0.71332 -1.12458 6.84121 -0.830
C -0.75539 -1.23616 5.46916 -0.467
C -0.78373 -0.09008 4.66277 -0.382
C -0.81417 1.17514 5.27458 -0.554
C -0.76163 1.28452 6.64164 -1.307
C -0.75176 -0.15804 3.26106 0.981
C -0.70277 -0.16341 2.04120 -0.167
H -0.67373 -2.00302 7.47064 0.430
H -0.76184 -2.20902 5.00056 0.490
H -0.89123 2.04634 4.63789 1.055
H -0.75531 2.25898 7.11118 0.417
C 2.87507 0.05285 1.56971 -2.096
C 1.52169 0.23612 0.87913 1.143
O 1.26584 1.35082 0.41734 0.410
H 2.69867 -0.15770 2.62277 0.272
H 3.38662 -0.79939 1.12369 0.174
H 3.48232 0.95793 1.48390 0.297
```

Properties
E: -118043.8391 eV
LUMO: 3.79 eV
charge: -2
largest force on an atom: 0.0510 Eh/bohr
frontier orbital gap: 0.2408 Eh
molar mass: 1010.10 g mol⁻¹

A molecular structure, C42H39Co2NO5P, computed with wB97M-V/def2-TZVPD.

Geometry as XYZ:
```
90
Properties=species:S:1:pos:R:3:mulliken_charge:R:1
C 3.82645 1.57106 0.73873 -0.808
C 3.16281 1.72904 -0.62336 -0.935
C 1.75955 2.34736 -0.48586 -1.071
C 0.97257 1.77247 0.67884 0.580
N -0.23552 2.31872 0.89634 0.256
C -0.85400 3.23665 -0.05186 -0.658
C -2.23182 3.56374 0.52945 -0.551
C -2.33126 2.83394 1.88127 -0.689
C -1.06481 1.97065 2.02292 -0.156
C 1.52716 0.74169 1.47533 -0.717
C 3.01504 0.72017 1.74330 -0.141
H 4.82526 1.14262 0.61611 0.421
H 3.95950 2.56629 1.18251 0.290
H 3.76734 2.39660 -1.25188 0.498
H 3.11119 0.77406 -1.16129 0.200
H 1.87062 3.44470 -0.36349 0.503
H 1.20672 2.20187 -1.43379 0.245
H -0.24630 4.14561 -0.18043 0.317
H -0.95194 2.78000 -1.05055 0.278
H -2.34114 4.64740 0.64066 0.298
H -3.01100 3.21955 -0.15912 0.258
H -2.38625 3.55351 2.70562 0.298
H -3.23243 2.21166 1.92166 0.328
H -1.33374 0.90508 2.01854 -0.185
H -0.55845 2.17803 2.97509 0.410
H 0.88946 0.21213 2.19544 0.758
H 3.32870 -0.33665 1.72989 -0.230
H 3.22648 1.08865 2.76273 0.396
O 1.20268 -3.74635 -2.69167 -0.446
C 1.48430 -3.84034 -1.57340 -0.482
Co 1.94454 -4.14254 0.11231 -0.664
C 0.38669 -4.77229 0.74200 0.154
O -0.63186 -5.29421 0.88629 -0.418
C 2.65925 -5.66431 -0.42165 1.175
O 3.00993 -6.64676 -0.93772 -0.533
C 3.14175 -3.12198 0.96787 -0.275
C 2.01900 -2.40867 0.61740 0.475
C 1.35611 -1.21978 0.45281 -0.298
C -0.11682 -1.33327 0.53006 1.124
C -0.90899 -0.64114 -0.40482 -0.442
C -2.28854 -0.78127 -0.38421 -0.682
C -2.88534 -1.63552 0.55853 -0.781
C -2.09736 -2.37308 1.44771 -0.673
C -0.72529 -2.16534 1.48463 -0.475
Co 2.76928 -4.39902 2.38454 0.583
C 1.36050 -4.93670 3.27451 0.132
O 0.49887 -5.30808 3.96136 -0.548
C 3.69198 -3.41146 3.45246 -0.193
O 4.32197 -2.76225 4.17999 -0.551
P 3.90280 -6.14027 2.46727 1.732
C 3.18173 -7.80308 2.21174 0.152
C 3.94883 -8.94282 2.50080 -0.413
C 3.40289 -10.21880 2.33989 -0.726
C 2.07548 -10.36111 1.92091 -0.588
C 1.30005 -9.22647 1.66221 -0.741
C 1.85099 -7.94368 1.79881 -0.065
C 5.34997 -6.09214 1.33347 0.004
C 5.66333 -7.14199 0.46622 -0.505
C 6.74505 -7.02709 -0.41034 -0.641
C 7.49778 -5.84896 -0.44792 -0.619
C 7.17957 -4.79078 0.40761 -0.741
C 6.11998 -4.91596 1.31366 -0.580
C 4.68880 -6.41943 4.11412 0.221
C 6.07554 -6.44234 4.29844 -0.099
C 6.61108 -6.54998 5.58675 -0.669
C 5.76557 -6.65919 6.69250 -0.498
C 4.37888 -6.69440 6.50785 -0.676
C 3.84039 -6.58861 5.22009 -0.420
H 4.16552 -2.82531 0.77115 0.937
H 1.80816 -0.52078 -0.28138 -0.186
H -0.39423 -0.04620 -1.17684 0.321
H -2.88089 -0.21568 -1.11780 0.416
H -3.96620 -1.75613 0.54164 0.391
H -2.56069 -3.09352 2.12096 0.454
H -0.11261 -2.63700 2.25516 0.651
H 4.97666 -8.83045 2.84935 0.475
H 4.01568 -11.09755 2.54530 0.384
H 1.64204 -11.35740 1.80169 0.358
H 0.26027 -9.33040 1.34689 0.429
H 1.24075 -7.05455 1.59414 0.046
H 5.07459 -8.05660 0.47742 0.457
H 6.98844 -7.85734 -1.06953 0.388
H 8.33238 -5.75235 -1.14563 0.348
H 7.74975 -3.85819 0.38550 0.419
H 5.88997 -4.09558 2.00504 0.471
H 6.74372 -6.37429 3.44085 0.312
H 7.69177 -6.54453 5.71831 0.395
H 6.18149 -6.72441 7.70032 0.348
H 3.70831 -6.79934 7.36300 0.385
H 2.75412 -6.63556 5.07876 0.299
```

Properties
E: -140454.0182 eV
LUMO: 2.65 eV
energy relative to the best compared isomer or geometry (same formula, charge and spin): 43.8 kcal/mol
charge: -1
largest force on an atom: 0.0952 Eh/bohr
frontier orbital gap: 0.1971 Eh
molar mass: 786.62 g mol⁻¹